[1]
Density functional theory data (wB97M-V/def2-TZVPD) for C25H24Br3N2O7Pm as an isolated structure in a non-equilibrium geometry.

2S+1 = 5
Net charge = 0
Frontier orbital gap (spin up / spin down) = 8.20 / 8.21 eV
HOMO energy (spin up / spin down) = -0.3053 / -0.3053 Ha
Relative energy (zero: lowest compared OMol25 entry of this formula, charge and spin) = 89.3 kJ/mol

Positions of all 62 atoms, in Å:
Pm1 -0.28582 -0.51884 0.90644
O1 -2.49919 1.65636 -1.79832
C1 -2.30954 1.23696 -0.67955
O2 -1.14074 1.19203 -0.04274
C2 -3.46695 0.78030 0.20214
C3 -3.26282 1.29573 1.64418
C4 -4.59430 1.36278 2.37354
C5 -4.93009 -0.14800 2.51433
C6 -3.65922 -0.81623 2.00071
O3 -2.60329 0.15495 2.29789
C7 -3.57570 -0.79158 0.47430
C8 -2.28404 -1.50684 0.08023
O4 -1.69351 -1.23143 -0.97158
O5 -1.67412 -2.17664 0.99638
H1 -4.37591 1.17029 -0.23709
H2 -2.63549 2.16922 1.71639
H3 -5.33892 1.92913 1.80881
H4 -4.46820 1.83108 3.34871
H5 -5.79843 -0.45191 1.92214
H6 -5.11485 -0.42659 3.55047
H7 -3.42520 -1.76508 2.44652
H8 -4.42254 -1.25233 -0.03189
O6 2.75266 -3.56552 2.37453
C9 2.60826 -4.03862 1.10406
C10 2.70520 -5.40501 0.88254
C11 2.54761 -5.91337 -0.40338
C12 2.27995 -5.06174 -1.46916
C13 2.19004 -3.69226 -1.23230
C14 2.36448 -3.16651 0.04307
C15 2.36879 -1.70252 0.37227
O7 1.61637 -1.41379 1.50417
N1 1.80153 -0.87809 -0.74203
N2 1.68170 0.41677 -0.29149
C16 1.62959 1.43844 -1.02256
C17 1.31487 2.73592 -0.37181
Br1 0.92453 2.63645 1.48910
C18 1.22802 3.91424 -0.96684
C19 1.57545 4.20783 -2.38624
C20 0.71809 5.00861 -3.14096
C21 1.00579 5.30290 -4.46589
C22 2.16812 4.81451 -5.05278
C23 3.04318 4.03775 -4.30329
C24 2.74943 3.74030 -2.97632
H9 2.37350 -2.68228 2.38296
H10 2.89887 -6.05525 1.73270
H11 2.61911 -6.98522 -0.56866
H12 2.13809 -5.45492 -2.47087
H13 1.96627 -3.03560 -2.06761
H14 3.39941 -1.39638 0.51880
H15 2.23756 -0.99772 -1.63465
H16 1.70786 1.41238 -2.10783
H17 0.83950 4.74501 -0.38077
H18 -0.19743 5.38160 -2.68792
H19 0.32025 5.91446 -5.04173
H20 2.39436 5.04641 -6.08797
H21 3.96324 3.67263 -4.74599
H22 3.45251 3.16623 -2.38087
Br2 0.06141 -0.23321 4.00486
C25 0.56641 -2.02263 4.53716
Br3 -0.43138 -3.38117 3.63238
H23 0.36676 -2.07093 5.58899
H24 1.60898 -2.13304 4.31032

Here are the Mulliken charges for atoms 1 to 6, given in e:
1 Pm 0.661
2 O -0.730
3 C 0.021
4 O -0.255
5 C -0.208
6 C -0.150

=====

[2]
Density functional theory data (wB97M-V/def2-TZVPD) for C25H24BrHfN6O9 as an isolated structure in a non-equilibrium geometry.

Net charge = +1
Frontier orbital gap = 7.90 eV
HOMO energy = -0.4209 Ha

Positions of all 66 atoms, in Å:
Hf1 -0.05674 0.17800 -0.25361
O1 2.63976 0.67290 -1.67101
C1 1.98376 -0.32710 -1.49891
O2 0.71516 -0.41590 -1.86541
C2 2.48566 -1.54230 -0.77831
C3 3.64546 -2.19000 -1.14741
C4 4.04946 -3.32790 -0.45261
C5 3.30696 -3.82020 0.60579
C6 2.13376 -3.18050 0.97189
C7 1.70606 -1.99340 0.32129
O3 0.65126 -1.33630 0.71249
N1 1.31796 -3.77390 2.00649
O4 0.14146 -3.46230 2.03069
O5 1.84166 -4.56260 2.74979
N2 5.25856 -4.01820 -0.86781
O6 5.57136 -4.99770 -0.24001
O7 5.84806 -3.55780 -1.81631
H1 4.22566 -1.84740 -1.99151
H2 3.62996 -4.70750 1.13379
Br1 2.59966 2.19660 3.22859
C8 2.62036 3.54780 1.91589
C9 3.27936 4.73420 2.20679
C10 3.34896 5.74270 1.26189
C11 2.77216 5.57020 0.00949
C12 2.09916 4.40240 -0.27761
C13 2.00076 3.37720 0.67179
C14 1.23406 2.18820 0.31049
O8 1.08346 1.18970 1.08489
O9 0.60606 2.11610 -0.79081
H3 3.74906 4.85190 3.17109
H4 3.85656 6.66510 1.50189
H5 2.85406 6.34800 -0.73191
H6 1.63506 4.23870 -1.23741
N3 -1.87064 1.88930 -1.94771
C15 -2.12634 2.27650 -0.66561
C16 -2.91374 3.40170 -0.37701
C17 -3.12674 3.74330 0.93859
C18 -2.57424 2.95950 1.95649
C19 -1.85514 1.84200 1.60369
N4 -1.64304 1.49050 0.31959
H7 -2.09374 2.56350 -2.66711
H8 -1.01354 1.36290 -2.11791
H9 -3.31634 3.98880 -1.18801
H10 -3.69244 4.62730 1.18389
H11 -2.70944 3.22190 2.99339
H12 -1.40734 1.19260 2.35219
C20 -1.29364 -2.46050 -1.26681
C21 -2.42804 -3.50930 -1.38911
N5 -3.58644 -3.07240 -0.64101
C22 -4.12754 -1.87830 -1.24641
C23 -3.01264 -0.80830 -1.38881
N6 -1.81284 -1.22540 -0.61581
C24 -2.24704 -1.57600 0.76839
C25 -3.20984 -2.79050 0.72659
H13 -0.89254 -2.19150 -2.24941
H14 -0.48764 -2.85650 -0.64781
H15 -2.10754 -4.47310 -0.99161
H16 -2.73284 -3.65270 -2.42671
H17 -4.94114 -1.52130 -0.61471
H18 -4.54994 -2.13690 -2.21841
H19 -3.37794 0.15150 -1.02181
H20 -2.71414 -0.70140 -2.43441
H21 -2.75234 -0.70410 1.19659
H22 -1.36864 -1.84320 1.36499
H23 -4.11914 -2.59300 1.29599
H24 -2.72954 -3.67580 1.14159

Here are the Mulliken charges for atoms 1 to 6, given in e:
1 Hf 1.302
2 O -0.496
3 C -0.210
4 O -0.565
5 C 1.031
6 C -0.379

=====

Question: The highest net charge belongs to which entry?
Answer: C25H24BrHfN6O9

=====

Copy entry 1 word for word.
Density functional theory data (wB97M-V/def2-TZVPD) for C25H24Br3N2O7Pm as an isolated structure in a non-equilibrium geometry.

2S+1 = 5
Net charge = 0
Frontier orbital gap (spin up / spin down) = 8.20 / 8.21 eV
HOMO energy (spin up / spin down) = -0.3053 / -0.3053 Ha
Relative energy (zero: lowest compared OMol25 entry of this formula, charge and spin) = 89.3 kJ/mol

Positions of all 62 atoms, in Å:
Pm1 -0.28582 -0.51884 0.90644
O1 -2.49919 1.65636 -1.79832
C1 -2.30954 1.23696 -0.67955
O2 -1.14074 1.19203 -0.04274
C2 -3.46695 0.78030 0.20214
C3 -3.26282 1.29573 1.64418
C4 -4.59430 1.36278 2.37354
C5 -4.93009 -0.14800 2.51433
C6 -3.65922 -0.81623 2.00071
O3 -2.60329 0.15495 2.29789
C7 -3.57570 -0.79158 0.47430
C8 -2.28404 -1.50684 0.08023
O4 -1.69351 -1.23143 -0.97158
O5 -1.67412 -2.17664 0.99638
H1 -4.37591 1.17029 -0.23709
H2 -2.63549 2.16922 1.71639
H3 -5.33892 1.92913 1.80881
H4 -4.46820 1.83108 3.34871
H5 -5.79843 -0.45191 1.92214
H6 -5.11485 -0.42659 3.55047
H7 -3.42520 -1.76508 2.44652
H8 -4.42254 -1.25233 -0.03189
O6 2.75266 -3.56552 2.37453
C9 2.60826 -4.03862 1.10406
C10 2.70520 -5.40501 0.88254
C11 2.54761 -5.91337 -0.40338
C12 2.27995 -5.06174 -1.46916
C13 2.19004 -3.69226 -1.23230
C14 2.36448 -3.16651 0.04307
C15 2.36879 -1.70252 0.37227
O7 1.61637 -1.41379 1.50417
N1 1.80153 -0.87809 -0.74203
N2 1.68170 0.41677 -0.29149
C16 1.62959 1.43844 -1.02256
C17 1.31487 2.73592 -0.37181
Br1 0.92453 2.63645 1.48910
C18 1.22802 3.91424 -0.96684
C19 1.57545 4.20783 -2.38624
C20 0.71809 5.00861 -3.14096
C21 1.00579 5.30290 -4.46589
C22 2.16812 4.81451 -5.05278
C23 3.04318 4.03775 -4.30329
C24 2.74943 3.74030 -2.97632
H9 2.37350 -2.68228 2.38296
H10 2.89887 -6.05525 1.73270
H11 2.61911 -6.98522 -0.56866
H12 2.13809 -5.45492 -2.47087
H13 1.96627 -3.03560 -2.06761
H14 3.39941 -1.39638 0.51880
H15 2.23756 -0.99772 -1.63465
H16 1.70786 1.41238 -2.10783
H17 0.83950 4.74501 -0.38077
H18 -0.19743 5.38160 -2.68792
H19 0.32025 5.91446 -5.04173
H20 2.39436 5.04641 -6.08797
H21 3.96324 3.67263 -4.74599
H22 3.45251 3.16623 -2.38087
Br2 0.06141 -0.23321 4.00486
C25 0.56641 -2.02263 4.53716
Br3 -0.43138 -3.38117 3.63238
H23 0.36676 -2.07093 5.58899
H24 1.60898 -2.13304 4.31032

Here are the Mulliken charges for atoms 1 to 6, given in e:
1 Pm 0.661
2 O -0.730
3 C 0.021
4 O -0.255
5 C -0.208
6 C -0.150

=====

Question: Look up the net charge of the first one.
Answer: 0